No. 1
Below is 6 unconnected molecules or ions with the total composition C5H26N3O5 at a distorted geometry, with properties calculated with the ωB97M-V functional and the def2-TZVPD basis.

Positions of all 39 atoms, in Å:
C  2.52116  -0.26286  1.85541
N  1.37365  0.68818  1.93683
C  0.15023  0.03983  2.62004
C  -0.75648  -0.49479  1.63519
C  -1.96443  -1.05593  2.37665
N  -2.97635  0.24092  2.33640
C  2.97141  -0.65938  0.38540
N  1.99822  -0.28533  -0.65069
H  2.63770  -1.20141  2.51666
H  3.36158  0.17178  2.42983
H  1.53441  1.55554  2.23057
H  -0.21404  0.88488  3.30436
H  0.33990  -0.74879  3.46159
H  -0.99853  0.30984  0.90483
H  -0.19650  -1.38015  0.98296
H  -2.25744  -2.02392  1.92782
H  -1.86965  -1.31881  3.43830
H  -3.86641  0.06790  1.92823
H  -3.12436  0.45418  3.27565
H  3.92300  -0.21728  0.14418
H  3.16147  -1.69787  0.38618
H  1.19384  0.30178  -0.32238
H  1.53404  -1.16402  -1.13835
H  2.48412  0.33232  -1.42421
H  -3.55499  2.21922  -1.04904
H  -2.48224  1.68635  0.20710
O  -2.65799  2.29218  -0.58829
H  1.99921  0.44016  -4.16586
H  0.98711  1.23047  -3.37152
O  1.84729  0.69366  -3.24941
H  1.28989  -3.58307  -2.44949
H  -0.09904  -3.21847  -1.76569
O  0.66964  -2.89228  -2.32490
H  -0.78506  2.09419  -2.37482
H  -0.85015  2.13520  -3.92972
O  -0.30730  2.25481  -3.18375
H  -2.37098  1.48670  -2.65705
H  -2.47440  -0.03361  -2.53031
O  -2.17151  0.65790  -3.10869

Cartesian forces, eV/Å:
2.1 -0.5 0.2
-1.0 -9.0 2.1
2.1 2.7 3.6
0.5 -2.6 -3.1
-2.7 2.0 -0.6
2.9 -2.9 -1.1
0.1 1.2 1.5
-1.0 0.0 -2.4
-2.3 0.9 -1.0
-0.1 1.1 -1.0
1.0 5.2 0.8
-0.3 -0.9 -1.5
0.9 0.9 -1.9
-0.4 -0.8 0.5
-1.2 2.0 1.7
-0.6 0.9 -0.2
0.7 0.4 -0.2
-0.7 -0.6 -0.4
-0.5 0.6 1.8
0.2 0.5 0.0
-0.2 -1.2 -0.2
0.9 -0.7 -0.4
1.0 1.8 0.4
-1.4 -1.4 0.5
1.6 -0.3 1.8
-1.6 1.2 -1.8
-0.2 -0.9 0.1
0.6 -0.3 0.1
1.1 -0.3 0.7
-1.3 0.6 -0.2
0.7 -1.4 -0.1
1.6 0.1 -1.3
-2.2 1.5 1.8
-0.3 0.0 0.0
-1.3 -0.3 -1.2
2.6 1.2 1.1
-0.4 -0.4 0.1
-0.4 -0.4 0.2
-0.2 0.0 -0.2

## Properties
Orbital gap (alpha / beta) in eV: 10.196 / 4.178
2S+1: 2
Net charge: +2
HOMO level (alpha / beta) in eV: -16.5 / -16.5
Energy relative to the best compared isomer or geometry (same formula, charge and spin) in kcal per mole: 83.2
Electronic energy in Ha: -745.76389
E_LUMO (alpha / beta) in eV: -6.3 / -12.3



No. 2
Below is a molecular structure, C5H26O12 at a distorted geometry, with properties calculated with the ωB97M-V functional and the def2-TZVPD basis.

Positions of all 43 atoms, in Å:
C  3.20440  1.38623  -0.50662
C  2.76791  -0.04458  -0.83886
O  2.17681  0.08639  -2.11722
C  2.12396  1.29027  -2.48283
O  1.61619  1.73342  -3.49841
O  2.72489  2.02644  -1.61917
H  4.28868  1.30172  -0.43380
H  2.69860  1.80197  0.36483
H  2.06288  -0.43261  -0.10369
H  3.59207  -0.75107  -0.93750
O  -2.78707  0.50559  0.92289
H  -2.85265  0.41965  1.87396
H  -1.84693  0.55855  0.75096
O  0.13480  -2.20828  -0.73793
H  0.97081  -2.23986  -0.27282
H  -0.40714  -2.86617  -0.30236
O  -3.10618  -0.65679  -1.13047
H  -3.07917  0.03616  -0.47068
H  -2.91786  -0.20988  -1.95572
O  -1.48687  -1.33078  2.90542
H  -1.94883  -1.27603  2.06887
H  -1.36676  -0.41971  3.17331
O  0.60181  -2.06497  2.32732
H  -0.16786  -1.53139  2.52515
H  1.32334  -1.61928  2.77116
O  -1.88847  -2.22099  0.17963
H  -2.43333  -1.86029  -0.51983
H  -1.02741  -1.82667  0.04065
O  -1.11333  1.73150  -3.26667
H  -1.49654  2.58215  -3.05273
H  -0.32732  1.67880  -2.72294
O  0.34766  0.25266  2.69816
H  -0.03291  0.89295  3.29935
H  1.25639  0.16415  2.98557
C  -0.37714  0.81296  -1.17060
C  0.17583  0.43753  0.24974
O  -0.88243  0.41438  1.08948
H  -1.20594  0.11033  -1.25721
H  0.26664  0.83237  -2.04996
H  -0.70190  1.83737  -1.35292
H  1.02683  1.04858  0.55061
H  0.54241  -0.57889  0.10613
H  -0.44889  0.19611  1.91773

Cartesian forces, eV/Å:
0.2 -2.1 0.5
0.5 -1.0 0.7
-0.1 -4.7 0.4
-0.7 2.5 -4.0
0.8 -0.8 1.3
1.4 4.7 0.7
0.1 1.1 0.0
0.6 0.0 0.1
0.5 -0.1 -0.6
0.1 0.1 0.0
-10.6 1.2 1.0
-0.7 0.2 -0.2
-1.5 0.7 -1.3
3.0 -0.5 -1.7
0.4 -0.4 0.0
0.0 -1.7 -0.3
-1.0 0.0 -2.7
-0.7 0.2 1.2
-0.2 -0.1 -0.6
-2.2 0.5 1.7
-0.8 -0.6 -1.2
-0.9 -0.4 0.6
3.3 -1.7 -1.1
-0.8 -0.8 0.3
0.3 -0.8 0.0
-1.2 -1.7 2.8
-0.6 0.4 -0.4
-1.0 1.5 0.4
-1.3 0.5 -1.7
-0.2 0.3 -0.2
-0.4 0.8 -1.8
5.4 2.3 6.9
0.1 0.8 0.5
0.4 -0.1 -0.1
0.4 0.2 1.8
1.5 0.2 -4.0
8.1 0.7 -1.9
0.4 0.4 -0.8
0.3 -2.3 1.6
-0.7 0.0 2.4
-0.5 0.5 0.4
-0.4 0.7 0.5
-1.4 -0.7 -1.4

## Properties
Orbital gap in eV: 8.788
HOMO level in eV: -9.9
Energy relative to the best compared isomer or geometry (same formula, charge and spin) in kcal per mole: 176.2
Electronic energy in Ha: -1108.55658
E_LUMO in eV: -1.1



No. 3
Below is 7 unconnected molecules or ions with the total composition C5H27N2O7 at a distorted geometry, with properties calculated with the ωB97M-V functional and the def2-TZVPD basis.

Positions of all 41 atoms, in Å:
C  0.87026  -0.35627  0.36193
N  0.07549  -1.66650  -0.05552
C  0.89176  -2.90517  -0.17082
C  1.63571  -3.13731  1.15179
O  0.74339  -3.41873  2.20497
C  1.34726  0.27887  -0.90090
N  0.35695  0.97633  -1.90234
C  -0.35430  -0.15364  -2.61152
H  0.18544  0.35648  1.03392
H  1.68240  -0.49186  1.13926
H  -0.46476  -1.62959  0.68016
H  0.22990  -3.67929  -0.26577
H  1.57558  -2.75074  -1.04619
H  2.48864  -3.88821  1.01929
H  2.23208  -2.22063  1.50334
H  0.05378  -4.00343  1.98499
H  1.70235  -0.51554  -1.43569
H  2.03326  1.12017  -0.80416
H  -0.21555  1.60460  -1.18582
H  0.98499  1.44377  -2.51446
H  -0.02981  -1.14646  -2.26122
H  0.05942  -0.07404  -3.60410
H  -1.38421  -0.13641  -2.74225
H  -0.77415  4.64201  -0.57400
H  -1.44114  3.08999  -0.46927
O  -0.74570  3.76157  -0.26826
H  1.28526  3.22845  0.65017
H  1.72934  3.70926  -0.71879
O  1.77882  2.90367  -0.16960
H  -3.27467  2.14383  -1.91471
H  -2.42207  1.62730  -0.82919
O  -2.34603  2.00072  -1.69111
H  2.38816  1.61424  3.32143
H  1.32399  0.50073  3.19294
O  1.69813  1.16549  2.68350
H  -3.24417  -0.81417  3.02086
H  -2.74949  0.53646  2.98200
O  -2.77983  -0.22493  3.64129
H  -2.69232  -0.54546  -0.38176
H  -1.93044  -1.79276  -0.96038
O  -2.50370  -1.15280  -1.09400

Cartesian forces, eV/Å:
-2.2 0.2 1.1
4.5 2.5 -3.2
2.2 3.6 1.5
2.4 0.1 -0.1
1.4 1.4 0.7
0.3 2.7 0.3
-2.1 -2.2 4.8
2.3 -0.2 -1.7
0.9 -1.5 -1.8
-0.5 -0.1 -1.6
-3.9 -1.3 4.8
-1.6 -2.2 -0.9
-0.6 -0.6 0.7
-1.4 0.4 0.2
-1.0 -1.2 -0.6
-1.1 -1.3 -0.7
1.5 -1.7 -1.8
0.4 -0.9 0.7
1.5 -1.0 -2.8
-0.1 1.1 -0.5
-0.3 0.9 0.3
0.1 -0.1 -0.6
-1.7 0.7 0.5
-1.2 1.1 -0.9
0.3 2.5 -0.6
0.5 -2.8 1.5
0.9 -0.9 -1.5
0.1 -0.5 0.2
-0.6 1.8 1.4
0.0 0.2 -0.4
-0.2 -0.9 1.0
-0.3 0.4 -0.6
-2.1 -1.3 -1.9
-1.2 -2.0 1.7
3.3 3.5 0.4
0.0 -0.6 0.8
0.3 -0.7 1.8
-0.3 1.3 -2.6
0.4 -0.8 0.5
4.5 -4.3 1.9
-5.6 5.0 -2.2

## Properties
Orbital gap in eV: 9.306
Net charge: +1
HOMO level in eV: -12.6
Energy relative to the best compared isomer or geometry (same formula, charge and spin) in kcal per mole: 156.4
Electronic energy in Ha: -842.49006
E_LUMO in eV: -3.3



No. 4
Below is 9 unconnected molecules or ions with the total composition C5H27N2O9 at a distorted geometry, with properties calculated with the ωB97M-V functional and the def2-TZVPD basis.

Positions of all 43 atoms, in Å:
O  1.44997  -0.45935  -4.52545
C  0.64514  -0.82104  -3.70853
C  0.96323  -1.06891  -2.24275
C  1.02838  0.33342  -1.57316
C  1.62580  0.48779  -0.19543
C  2.13082  1.50379  0.45979
N  1.36993  -0.76547  0.61109
N  -0.11461  -1.77397  -1.52440
H  -0.41316  -0.63396  -3.96273
H  1.88517  -1.67473  -2.24594
H  1.49672  1.18678  -2.21741
H  0.02964  0.73127  -1.62811
H  2.64019  1.25772  1.38724
H  2.35911  2.53538  0.26275
H  0.96191  -1.47316  -0.03105
H  0.77870  -0.48963  1.42632
H  2.25578  -1.14132  1.00924
H  -1.08624  -1.50928  -1.60098
H  -0.07000  -2.78146  -1.66894
H  -2.84014  0.32126  4.29298
H  -2.29113  -1.06751  4.57673
O  -2.66684  -0.52434  3.86987
H  -2.90425  1.63532  1.08050
H  -3.33575  2.21825  2.41051
O  -2.72665  1.57344  2.03296
H  -1.19563  -1.11475  3.23664
H  -0.50210  -2.47312  2.78863
O  -0.49438  -1.51258  2.67870
H  -4.11866  -2.20680  -0.22241
H  -2.69247  -2.19819  0.00318
O  -3.31116  -1.96774  -0.70642
H  -4.05583  0.49630  -0.92767
H  -4.32745  1.93378  -1.42735
O  -3.68757  1.38737  -0.96126
H  3.69933  2.34282  -2.98210
H  2.45534  3.06614  -3.13658
O  2.74708  2.14639  -3.03482
H  0.15222  2.86854  2.52059
H  -1.02371  1.78556  2.27374
O  -0.07965  1.94058  2.46884
H  4.43180  -0.62149  0.22271
H  4.81038  -2.01440  0.42937
O  4.02074  -1.45870  0.48109

Cartesian forces, eV/Å:
0.3 -0.9 0.3
0.0 2.2 -0.5
-0.8 0.3 0.1
1.2 2.6 -1.6
-1.3 -1.4 -0.7
1.7 -0.1 1.0
1.4 1.0 0.9
1.0 -1.8 0.4
-0.4 -0.7 0.2
-0.2 0.4 0.5
-0.2 -2.3 1.0
-1.0 -0.2 0.6
-0.7 -0.1 0.5
-0.4 0.1 -1.2
-0.7 0.2 0.6
-0.2 -0.8 -0.7
-0.4 0.2 -0.4
0.1 0.7 -0.5
-0.1 0.3 -0.2
0.0 0.2 -0.1
-0.5 0.1 0.3
0.2 -0.5 0.5
-0.1 -0.2 -0.1
0.1 0.0 0.1
-0.4 0.3 -0.3
0.2 0.0 -0.7
-0.1 0.4 0.1
0.3 -0.3 -0.1
-0.2 0.1 -0.7
0.4 0.3 -0.3
-0.2 -0.3 1.0
0.1 0.0 -0.1
0.0 -0.1 0.0
0.2 0.0 0.3
-0.1 -0.7 0.0
-0.6 -0.3 -0.1
1.2 1.6 -0.2
-0.5 0.1 -0.1
0.1 0.7 0.2
0.6 -0.8 0.1
-0.5 0.3 0.0
-0.4 -0.5 0.2
1.0 0.2 -0.3

## Properties
Orbital gap in eV: 9.800
Net charge: +1
HOMO level in eV: -12.1
Energy relative to the best compared isomer or geometry (same formula, charge and spin) in kcal per mole: 54.2
Electronic energy in Ha: -993.10278
E_LUMO in eV: -2.3



No. 5
Below is 9 unconnected molecules or ions with the total composition C5H27NO9 at a distorted geometry, with properties calculated with the ωB97M-V functional and the def2-TZVPD basis.

Positions of all 42 atoms, in Å:
C  -0.62366  -0.59168  3.89905
C  -0.71964  0.76188  3.18108
N  -1.28625  0.62798  1.84686
C  -0.60920  0.95424  0.71442
O  0.49588  1.47708  0.73072
C  -2.66816  0.11047  1.68332
C  -3.62000  1.17494  1.13421
H  0.36260  -0.98423  3.61700
H  -0.56282  -0.48466  4.97213
H  -1.33379  -1.37360  3.64654
H  0.23933  1.23007  3.01578
H  -1.46034  1.31426  3.74574
H  -1.07910  0.49281  -0.16547
H  -2.91422  -0.21905  2.68581
H  -2.63224  -0.69443  0.94647
H  -4.50881  0.68846  0.73925
H  -3.23431  1.64528  0.23042
H  -3.84289  1.87007  1.94081
O  -1.50842  0.04588  -2.06956
H  -0.55263  0.16121  -2.02026
H  -1.76567  0.74609  -2.67391
O  3.17040  -3.14424  -0.52903
H  3.27475  -3.23803  0.41755
H  2.25528  -3.36643  -0.76390
O  2.21107  0.37388  -1.55483
H  2.47590  -0.48637  -1.20808
H  1.90948  0.85489  -0.77445
O  0.57676  -2.99545  -1.55862
H  0.31332  -2.08316  -1.38289
H  1.25797  -2.80351  -2.19777
O  0.69662  -3.28750  1.33576
H  1.03653  -4.18170  1.28640
H  1.18362  -2.77880  1.97939
O  1.31726  4.00695  -0.40954
H  1.37644  4.29604  0.50200
H  0.98795  4.74870  -0.92463
O  0.79821  -0.94312  -3.45558
H  0.50309  -1.40537  -4.23756
H  1.20562  -0.08498  -3.57663
O  0.06968  2.36614  -2.31258
H  0.84860  2.61827  -2.81847
H  0.23275  2.75699  -1.45018

Cartesian forces, eV/Å:
1.9 -0.3 -0.6
-1.7 -0.8 -0.4
-0.5 -0.1 -1.0
0.2 -1.4 1.5
0.3 0.3 -0.4
1.1 0.7 -0.7
0.0 -0.6 0.2
-0.2 -0.3 0.1
-0.3 0.2 0.3
-0.3 0.3 -0.1
0.1 0.3 0.6
0.3 1.0 0.3
-0.1 0.8 -0.1
-0.6 -0.4 -0.2
-0.1 -0.4 0.4
-0.4 -0.1 0.5
0.4 0.3 0.3
-0.2 0.4 -0.4
-0.4 -0.3 0.1
0.2 0.0 -0.3
0.0 0.1 0.0
0.5 0.1 -0.5
-0.2 0.0 0.1
-0.1 0.1 0.6
0.1 -0.1 0.1
0.1 -0.1 -0.1
-0.3 0.3 0.1
0.0 0.0 0.2
-0.4 -0.1 0.3
0.3 -0.1 -0.9
-0.6 0.2 -0.3
0.2 0.0 0.2
0.3 -0.2 0.3
0.0 0.0 -0.4
-0.1 0.0 0.2
0.1 0.2 0.2
0.0 -0.7 0.9
0.1 0.6 -0.5
0.1 0.0 -0.5
-0.2 0.1 -0.7
0.0 -0.1 0.0
0.2 0.0 0.6

## Properties
Orbital gap in eV: 9.506
HOMO level in eV: -9.0
Energy relative to the best compared isomer or geometry (same formula, charge and spin) in kcal per mole: 47.6
Electronic energy in Ha: -938.60091
E_LUMO in eV: 0.5